1.
The following is a DFT calculation (ωB97M-V with the def2-TZVPD basis set) of a single C10H8 molecule.

As for the SMILES: c1ccc2cccc-2cc1. As for the lowest unoccupied orbital energy: -0.553 eV. Its relative energy (zero: lowest compared OMol25 entry of this formula, charge and spin) is 0.000 eV. The calculation puts the HOMO-LUMO gap at 6.814 eV. The calculation puts the molar mass at 128.2 g/mol. The HOMO energy is -0.2707 Eh.

ORCA input file:
```
! RIJCOSX wB97M-V def2-TZVPD def2/J DEFGRID3
* xyz 0 1
C -1.5778 -0.4345 -0.1135
H 2.1805 -3.0316 -0.8572
C 0.9949 1.2291 0.4350
C -2.0468 0.7731 0.2498
C 0.8911 -0.0686 -0.0744
C -1.3783 1.9513 0.5433
C -0.2453 -0.8536 -0.2821
H 2.0234 1.4702 0.6862
C 1.5397 -2.2066 -0.6619
H -3.1551 0.9015 0.3328
H -2.2726 -1.2688 -0.2857
H 3.0672 -0.5592 -0.2763
H -0.5708 -2.9881 -0.9112
C -0.0009 2.1580 0.5440
C 2.0173 -0.9123 -0.3434
H -1.9390 2.8361 0.8568
H 0.3307 3.1903 0.7877
C 0.1418 -2.1863 -0.6299
*
```

natural (NBO) atomic charge list, values in e, 8 entries: C -0.10; H 0.21; C -0.08; C -0.28; C -0.11; C -0.12; C 0.01; H 0.22

2.
The following is a DFT calculation (ωB97M-V with the def2-TZVPD basis set) of 2 unconnected molecules or ions with the total composition C4H3O3.

As for the lowest unoccupied orbital energy: 4.364 eV. Its relative energy (zero: lowest compared OMol25 entry of this formula, charge and spin) is 2.634 eV. The calculation puts the HOMO-LUMO gap at 7.196 eV. The calculation puts the molar mass at 99.1 g/mol. The HOMO energy is -0.1041 Eh.

ORCA input file:
```
! RIJCOSX wB97M-V def2-TZVPD def2/J DEFGRID3
* xyz -1 1
O 2.7717 -0.9817 0.1602
C -1.2449 -1.1696 0.2415
O -2.2436 -1.8659 0.2587
H -1.1094 0.9617 -0.3373
C -0.7707 0.2317 0.3958
C 0.1604 -0.9555 0.0510
H -0.6321 0.6517 1.3838
H 1.6541 -1.1291 -1.1406
O 0.6757 -1.1285 -1.2499
C 1.9924 -0.8933 1.0563
*
```

natural (NBO) atomic charge list, values in e, 8 entries: O -0.67; C 0.52; O -0.62; H 0.18; C -0.60; C -0.06; H 0.19; H 0.47

3.
The following is a DFT calculation (ωB97M-V with the def2-TZVPD basis set) of a molecular structure, C64H82F3N4O5STi.

As for the lowest unoccupied orbital energy: -2.876 eV. Its relative energy (zero: lowest compared OMol25 entry of this formula, charge and spin) is 0.000 eV. The calculation puts the HOMO-LUMO gap at 7.151 eV. The calculation puts the molar mass at 1124.3 g/mol. The HOMO energy is -0.3685 Eh.

ORCA input file:
```
! RIJCOSX wB97M-V def2-TZVPD def2/J DEFGRID3
* xyz 1 1
C -1.9950 -1.3364 2.5459
H 0.7862 -5.5982 0.4064
H -4.1904 5.1542 -3.1514
H -5.4363 3.4794 -5.4431
C 3.9334 -2.5094 -4.1288
H 5.5119 -4.0695 0.1240
H -4.3045 0.0571 -1.0320
C 3.1458 3.1261 1.4859
H -7.1088 1.2759 3.8315
C -3.6520 5.0202 -4.0904
H 2.7289 -3.0828 0.7319
H -3.8917 0.5192 5.4986
C 1.1599 -0.0840 -4.2998
C 1.7543 2.9642 6.0311
H 0.6907 1.6082 8.1082
H 3.7730 3.1987 2.3629
H 4.8791 5.2932 2.1891
C -1.4197 3.1341 -3.1145
H -3.3547 3.8340 -6.5798
C -2.7775 3.3838 -5.7715
C 0.2464 -1.9665 -5.6013
H -1.6925 -2.6412 -1.2735
C -4.6678 1.0495 4.9463
H 2.4287 6.8278 -0.3030
N 0.2986 -1.2486 -4.3310
H -1.8562 1.9743 1.3360
H 3.4653 7.6302 0.8643
C -4.1227 0.1018 1.5214
H -4.9126 1.8967 -4.8735
C -4.1297 -0.2224 2.8710
H -0.4064 -2.7843 2.4265
H -3.0280 -1.2578 4.3985
C 0.9979 0.9169 4.7455
H -2.3181 -2.7516 -5.1751
H 3.5552 -0.1826 1.0894
H -0.9174 3.8297 -3.7756
H -5.4502 1.3250 5.6549
C 3.3408 0.6453 1.7619
C 3.9298 5.6650 2.5770
C 1.7439 -7.9537 -1.8190
N -1.3161 -2.5948 -3.3387
H -4.2312 1.9664 4.5469
C 1.5167 6.1028 2.1466
H -5.5479 3.0912 -3.7327
F 1.3771 -10.1257 -0.9556
Ti 0.5443 -0.8065 -0.4275
H -0.7226 -0.3079 5.1291
C 2.2544 0.3008 2.7538
C 0.7479 1.8168 5.9520
C 0.8528 0.9789 7.2323
C 2.8829 1.8521 0.9877
C -4.9366 2.9592 -4.6260
C 1.8898 -9.4425 -1.9879
C 0.2777 -0.9709 3.3805
C -0.4517 -1.5692 -3.2639
C 1.2657 -7.4074 -0.6395
C -2.6361 1.2758 -1.4536
H -1.8072 3.8784 -5.7489
H 2.4836 -7.5635 -3.7953
C -3.0547 -0.9665 3.3555
H 1.2651 2.0103 -2.6966
C 5.1436 -4.7050 -0.6765
C 1.4198 -3.7717 -1.4013
H 0.7159 6.1464 1.4071
H -6.7367 -0.7969 5.0559
C 1.5901 2.8633 -0.7920
H 4.0881 6.6837 2.9311
H -2.6703 5.4822 -3.9843
H 2.1334 -0.3540 -4.7089
H 0.9764 -8.0542 0.1767
C -0.6767 2.5717 -2.0825
C -0.6602 2.4186 5.8446
H 4.1130 6.3257 -0.1342
H 4.5199 -4.3279 -2.6471
O -0.3631 -0.8388 -2.2181
H 2.8834 -2.7765 -3.9591
C -2.0069 -3.1404 -2.1791
H 4.4864 -3.3959 -4.4480
C 2.1148 -7.1292 -2.8755
O -0.6467 1.1544 -0.1423
H 3.6517 5.0619 3.4426
C -3.2347 0.0378 -0.8129
C 1.3263 -2.5789 -1.1826
H -0.3383 2.8759 0.9767
C -6.3409 0.9927 3.1113
H 2.7745 2.6024 6.1666
H 1.2160 5.4058 2.9312
C -5.8933 -1.0714 4.4211
S 5.2638 -1.5810 -0.4757
H 1.8393 0.5217 7.3188
C 3.2331 6.6649 0.4133
C -0.7966 1.8920 1.0897
H -4.9510 0.6515 1.0947
H 1.7250 3.5895 5.1365
C -2.0130 -0.9675 1.2002
H -3.0867 -3.0310 -2.3015
H 1.0065 3.7256 -2.6268
O -0.9306 -1.3240 0.4548
H -2.6177 2.3318 -6.0147
H 2.7618 1.9089 4.0438
C -2.7617 2.8298 -3.3260
H -0.3929 -1.4202 -6.3035
H 2.2971 -5.1162 -3.5677
C -0.7759 -2.0205 3.1116
N 4.7643 -3.8591 -1.7909
C -1.3375 1.7032 -1.2212
C 1.8609 4.1076 -0.2441
H -0.2787 1.3262 1.8639
H -0.8489 3.0806 6.6906
C 2.0068 -5.7584 -2.7471
H 2.0297 -3.3077 2.3778
C -3.5318 3.5316 -4.4435
C 2.0628 1.1026 3.8758
C 4.8295 -2.5184 -1.7974
H -1.9512 -4.2734 -4.3665
H 1.2883 0.2425 -3.2735
H -4.3570 1.5536 -2.6689
H 1.6208 7.0935 2.5915
H 1.2562 -1.9689 -6.0162
H -0.7646 3.0014 4.9273
H 4.4655 -0.8988 -2.8678
H 0.1092 0.1821 7.2510
H 4.2848 -5.2795 -0.3231
H 0.4636 -3.9529 -4.8182
H -6.2585 -1.7348 3.6362
O 1.7864 0.4680 -0.6142
H -1.4344 1.6514 5.8452
C 1.5296 -5.1920 -1.5601
C -0.2648 -3.3741 -5.3902
H -5.9450 1.9101 2.6734
C -3.3397 1.8766 -2.4965
C -1.5535 -3.2877 -4.6033
C 2.0955 1.7260 -0.1497
H -0.4234 -3.8697 -6.3466
H -2.8287 -0.8056 -1.3764
F 1.2706 -9.8697 -3.1044
C 2.6327 4.2738 0.9055
H -5.1859 -1.6307 5.0329
H 4.2607 0.8900 2.2954
C -5.2533 0.1867 3.8200
F 3.1843 -9.7953 -2.1019
C 2.4922 -2.6100 1.6771
O 1.5399 -1.5531 1.4038
H 1.5148 3.5980 6.8849
C 2.8398 5.6617 1.5043
H 3.3936 -2.1761 2.1075
C 0.8220 2.7967 -2.0835
H -1.0410 -2.5036 4.0527
C 0.1244 -0.1346 4.4767
H -1.7652 -4.2017 -2.0951
C -3.0872 -0.2622 0.6599
H -6.8254 0.4145 2.3231
C 1.1593 -6.0325 -0.5109
N 4.5322 -1.8985 -2.9687
H 5.9325 -5.3943 -0.9776
H -4.1933 5.5527 -4.8734
H 1.4554 4.9753 -0.7498
H 0.7402 0.7303 -4.8953
H 3.9951 -1.8052 -4.9567
C 1.3483 -0.7244 2.5248
*
```

Mulliken atomic charge list, values in e, 8 entries: C -0.09; H 0.49; H 0.36; H 0.44; C -1.30; H 0.31; H 0.98; C -0.50